No. 1
The following is a quantum chemistry calculation of 2 unconnected molecules or ions with the total composition C4H6BrNO, from OMol25.

Cartesian coordinates (Å):
C1 1.21352 -2.13508 -0.45038
C2 -0.20278 0.82928 -0.61065
C3 0.31794 -1.84705 0.58470
C4 -1.14865 -0.36854 -0.84266
N1 2.06688 -2.31090 -1.20188
O1 0.60699 -1.05512 1.67398
Br1 -2.73119 -0.57315 -0.01715
H1 0.82565 0.44564 -1.04288
H2 -0.70492 1.70815 -0.99800
H3 -0.03825 0.78903 0.47114
H4 -0.15072 -2.78981 0.91233
H5 -1.27422 -0.55229 -1.88923
H6 1.18511 -0.32393 1.48946

Properties
frontier orbital gap (spin up / spin down) = 7.9 / 8.3 eV
relative energy (zero: lowest compared OMol25 entry of this formula, charge and spin) = 86.5 kcal/mol
M = 164.00 g/mol
charge = 0
LUMO (spin up / spin down) = -0.511 / -0.229 eV
E_HOMO (spin up / spin down) = -0.3089 / -0.3149 Ha


No. 2
The following is a quantum chemistry calculation of a gas-phase ion, C12H20N (charge +1), from OMol25.

Cartesian coordinates (Å):
C1 3.72841 -0.11768 0.33442
C2 2.98000 1.03807 0.30361
C3 3.04670 -1.32402 0.07251
C4 1.64459 1.04798 -0.09004
C5 1.75738 -1.23434 -0.30013
C6 -2.73763 -0.22326 0.38851
C7 -0.72991 -0.86870 1.73474
C8 -1.17536 1.56090 1.08207
C9 -0.65081 1.08343 -1.75248
C10 -1.03570 -1.35735 -1.43253
C11 -1.24776 0.11046 0.57007
C12 -0.46925 -0.07766 -0.75386
N1 1.01413 -0.12401 -0.28163
H1 4.86099 0.05387 0.55025
H2 3.36124 2.05081 0.31896
H3 3.50174 -2.35439 0.24599
H4 1.08360 1.98119 -0.10994
H5 1.32788 -2.22803 -0.53847
H6 -3.06187 -1.04453 -0.24050
H7 -3.14788 -0.40099 1.35901
H8 -3.32400 0.60563 -0.00567
H9 0.30325 -1.05149 1.84547
H10 -1.18426 -0.37446 2.52660
H11 -1.21380 -1.77953 1.43298
H12 -0.22612 1.96836 1.30272
H13 -1.47204 2.28505 0.36047
H14 -1.78529 1.80706 1.97765
H15 0.34835 1.57402 -1.85348
H16 -0.62620 0.60029 -2.76430
H17 -1.42237 1.79752 -1.63707
H18 -1.03936 -2.15694 -0.66375
H19 -0.37737 -1.71179 -2.18496
H20 -2.03127 -1.13547 -1.79718

Properties
frontier orbital gap = 10.2 eV
relative energy (zero: lowest compared OMol25 entry of this formula, charge and spin) = 26.4 kcal/mol
M = 178.30 g/mol
charge = +1
LUMO = -4.243 eV
SMILES string = CC(C)(C)C(C)(C)[n+]1ccccc1
E_HOMO = -0.5311 Ha


No. 3
The following is a quantum chemistry calculation of a gas-phase ion, C9H19NO2P (charge +1), from OMol25.

Cartesian coordinates (Å):
C1 -1.09887 -2.21982 3.31944
C2 0.12157 -1.96210 2.83716
C3 2.04294 -0.12049 2.14449
C4 0.54313 -0.59265 2.29068
C5 0.81874 -0.32081 0.85049
C6 1.13766 2.31972 -2.96286
C7 -2.80138 0.81540 -2.13443
C8 0.84847 0.81805 -2.81105
C9 -2.57470 0.95111 -0.61495
N1 1.06450 -1.56375 0.09605
O1 1.10439 0.33054 -1.47198
O2 -1.23723 0.55494 -0.24280
P1 0.31469 1.15033 -0.15656
H1 -1.42067 -3.23964 3.46736
H2 -1.77257 -1.36506 3.42207
H3 0.97062 -2.67834 2.92031
H4 2.43796 0.92578 2.34451
H5 2.87743 -0.85604 2.23005
H6 -0.06574 0.20636 2.76602
H7 0.87736 2.62802 -3.92030
H8 0.53718 2.80951 -2.22317
H9 2.20734 2.40763 -2.68602
H10 -2.25426 1.58282 -2.68106
H11 -2.49125 -0.11094 -2.45374
H12 -3.86900 1.02134 -2.32846
H13 1.49477 0.31629 -3.47929
H14 -0.20812 0.71342 -2.96995
H15 -3.13080 0.12520 -0.13224
H16 -2.81751 1.89646 -0.35993
H17 1.73671 -2.06570 0.68336
H18 1.38283 -1.21497 -0.81746
H19 0.14633 -2.16135 -0.03451

Properties
frontier orbital gap = 10.3 eV
relative energy (zero: lowest compared OMol25 entry of this formula, charge and spin) = 57.5 kcal/mol
M = 204.23 g/mol
charge = +1
LUMO = -2.796 eV
SMILES string = C=C[C@H]1C[C@]1([NH3+])P(OCC)OCC
E_HOMO = -0.4806 Ha


No. 4
The following is a quantum chemistry calculation of a single C19H22F2N2O4 molecule, from OMol25.

Cartesian coordinates (Å):
C1 -1.39356 1.50177 0.03558
N1 -1.91912 0.25990 0.54666
C2 -1.21646 -0.88764 0.64978
O1 -1.71004 -1.92838 1.05778
C3 0.21973 -0.87818 0.27005
N2 0.81954 -0.01251 -0.51164
O2 2.10001 -0.41182 -0.65068
C4 2.29763 -1.53652 0.05517
C5 1.13168 -1.89242 0.66647
H1 0.92551 -2.72650 1.30046
C6 3.65704 -2.16282 0.05955
O3 4.63246 -1.39394 -0.60302
C7 4.91616 -0.13404 -0.18849
C8 5.71912 0.62838 -1.04987
C9 6.10978 1.91964 -0.76952
C10 5.69580 2.51225 0.41188
C11 4.90757 1.79858 1.29194
C12 4.53450 0.49956 0.99350
F1 3.77147 -0.14841 1.90968
H2 4.57009 2.22543 2.22275
H3 5.98803 3.52307 0.64382
H4 6.72680 2.44473 -1.48032
F2 6.12177 0.05808 -2.19868
H5 3.62796 -3.10352 -0.50158
H6 3.94831 -2.38918 1.09405
C13 -3.33773 0.21784 0.84142
H7 -3.51906 -0.69812 1.40833
C14 -4.17997 0.20376 -0.43681
H8 -4.04718 1.14288 -0.97849
C15 -5.66930 -0.02172 -0.16622
C16 -6.31975 1.15753 0.56246
H9 -5.88520 1.29497 1.55270
C17 -7.82234 0.90970 0.71401
H10 -8.31649 1.77494 1.16120
O4 -8.45500 0.70676 -0.52678
C18 -7.92009 -0.40637 -1.20400
C19 -6.42539 -0.24096 -1.48060
H11 -6.05179 -1.12758 -1.99427
H12 -6.27963 0.62412 -2.13079
H13 -8.48348 -0.48622 -2.13602
H14 -8.08499 -1.31907 -0.60865
H15 -7.98406 0.03323 1.36263
H16 -6.16846 2.07040 -0.01747
H17 -5.77857 -0.92007 0.45267
H18 -3.81296 -0.60580 -1.07176
H19 -3.58891 1.08122 1.46332
H20 -1.30878 1.48309 -1.05267
H21 -0.40319 1.69620 0.44266
H22 -2.06369 2.30818 0.32910

Properties
frontier orbital gap = 9.8 eV
relative energy (zero: lowest compared OMol25 entry of this formula, charge and spin) = 12.3 kcal/mol
M = 380.39 g/mol
charge = 0
LUMO = 0.720 eV
SMILES string = CN(CCC1CCOCC1)C(=O)c1cc(COc2c(F)cccc2F)on1
E_HOMO = -0.3335 Ha


No. 5
The following is a quantum chemistry calculation of 3 unconnected molecules or ions with the total composition C32H67N7O4P3, from OMol25.

Cartesian coordinates (Å):
C1 2.30007 -3.21641 -0.12153
C2 2.92413 -2.06966 0.08121
O1 3.84151 -0.98050 0.31469
C3 4.41362 -0.57146 -0.97574
O2 4.64500 0.65528 -1.15318
C4 4.63934 -1.74327 -2.06528
C5 5.53056 -3.01039 -1.73321
C6 5.66227 -4.11207 -2.85187
N1 5.01207 -4.01661 -4.17458
C7 4.15577 -2.86598 -4.55360
C8 3.43746 -2.86062 -6.02452
C9 1.84077 -2.70411 -5.81286
C10 0.98687 -4.02855 -6.28690
C11 -0.49901 -3.81933 -5.62304
C12 -1.58358 -4.90655 -6.11634
C13 -3.02666 -4.74242 -5.38537
C14 -3.09240 -3.58383 -4.25984
C15 -3.26482 -2.07496 -4.86498
C16 -4.51079 -1.25286 -4.24443
C17 -3.99617 0.14142 -3.54597
C18 3.94622 -1.66041 -3.51306
P1 2.92500 -0.10416 -3.85655
C19 3.16651 0.56727 -5.61149
C20 1.09840 -0.29951 -3.38821
H1 1.68317 -4.19686 -0.07532
H2 6.04528 -3.07041 -0.69217
H3 6.32371 -5.02790 -2.65473
H4 5.15030 -4.78593 -4.86382
H5 3.68504 -3.88937 -6.50337
H6 3.84716 -1.96383 -6.62269
H7 1.66987 -2.65306 -4.65761
H8 1.37386 -1.78700 -6.32315
H9 0.87618 -3.94308 -7.42809
H10 1.47764 -5.00593 -5.92427
H11 -0.35473 -3.91312 -4.48653
H12 -0.82598 -2.75204 -5.96296
H13 -1.79695 -4.85747 -7.26374
H14 -1.20559 -5.97472 -5.85039
H15 -3.27568 -5.74223 -4.83547
H16 -3.84701 -4.48705 -6.16926
H17 -2.24034 -3.65151 -3.46311
H18 -4.07224 -3.77945 -3.65150
H19 -2.30278 -1.46906 -4.58874
H20 -3.26090 -2.12974 -6.02498
H21 -5.16439 -1.87376 -3.52826
H22 -5.16319 -0.89875 -5.14736
H23 -3.28540 0.74074 -4.25245
H24 -4.88736 0.85554 -3.32921
H25 -3.38416 -0.05508 -2.57892
H26 4.29036 0.69457 -5.86235
H27 2.60607 1.59158 -5.64698
H28 2.68844 -0.07124 -6.45053
H29 0.73669 0.37978 -2.53572
H30 0.43366 -0.11414 -4.33239
H31 0.85887 -1.39414 -3.06963
O3 0.67656 5.10575 -0.74622
P2 1.13968 4.80993 0.69582
N2 2.33532 3.71534 0.15938
C21 2.66103 2.38746 0.63510
C22 3.56030 4.37159 -0.29276
N3 -0.37218 4.06218 1.09531
C23 -0.65378 2.67365 0.76599
C24 -1.54148 4.85170 0.67293
N4 1.67470 4.52259 2.37396
C25 1.18139 3.50295 3.29204
C26 1.65204 5.81271 3.08855
H32 3.24602 2.40653 1.56349
H33 3.25488 1.84672 -0.10958
H34 1.78709 1.76020 0.78086
H35 4.17051 4.69495 0.55945
H36 3.32841 5.25423 -0.89716
H37 4.16383 3.71446 -0.92663
H38 -0.43696 2.44052 -0.28441
H39 -1.70312 2.42347 0.95980
H40 -0.10524 1.99032 1.40865
H41 -1.76966 4.71255 -0.39293
H42 -1.37191 5.91792 0.84672
H43 -2.42875 4.57291 1.25133
H44 0.13002 3.64306 3.56555
H45 1.76256 3.52590 4.22193
H46 1.31665 2.49179 2.91122
H47 0.62359 6.14180 3.27622
H48 2.14988 6.58490 2.49034
H49 2.18570 5.75836 4.04166
O4 -2.93194 2.56497 5.78276
P3 -2.19354 1.36068 6.40381
N5 -2.43966 0.40317 5.01129
C27 -2.90124 -0.96380 4.89188
C28 -1.47846 0.67502 3.94589
N6 -3.41367 1.16108 7.62029
C29 -4.65121 0.43410 7.36036
C30 -3.78894 2.42190 8.28260
N7 -1.29463 0.00709 7.14435
C31 -1.83905 -1.06887 7.96150
C32 -0.13692 0.56836 7.86511
H50 -2.11539 -1.69344 5.12480
H51 -3.23876 -1.16734 3.86919
H52 -3.77189 -1.17451 5.50398
H53 -0.51140 0.20239 4.15999
H54 -1.31268 1.75172 3.83845
H55 -1.83499 0.31996 2.97379
H56 -5.15022 0.77573 6.44513
H57 -5.35666 0.54147 8.19206
H58 -4.48618 -0.63817 7.30255
H59 -4.50116 3.00605 7.68372
H60 -2.90669 3.04310 8.46093
H61 -4.24338 2.22778 9.26001
H62 -2.25494 -0.71754 8.91180
H63 -1.04885 -1.79061 8.20128
H64 -2.59420 -1.65352 7.43887
H65 -0.45466 1.09719 8.77109
H66 0.39587 1.28276 7.22640
H67 0.58362 -0.20653 8.14197

Properties
frontier orbital gap = 4.2 eV
M = 706.86 g/mol
charge = +1
LUMO = -5.066 eV
E_HOMO = -0.3399 Ha


No. 6
The following is a quantum chemistry calculation of a molecular structure, C3H5N2O2Si, from OMol25.

Cartesian coordinates (Å):
C1 -0.46834 -0.24279 -0.32556
C2 -2.31719 -0.24401 0.30653
C3 -1.36352 1.85133 -0.56992
N1 -2.49824 1.01460 0.22201
N2 -0.32217 1.11908 -0.74343
O1 -2.88581 -1.32260 0.46876
O2 -1.56159 3.02974 -0.71987
Si1 0.51636 -1.33389 0.91433
H1 -0.62608 -0.79166 -1.25427
H2 -3.46475 1.40348 0.57281
H3 1.16058 -2.49122 0.25758
H4 -0.54859 -2.02752 1.70235
H5 1.70956 -0.51947 1.17799

Properties
frontier orbital gap = 7.6 eV
relative energy (zero: lowest compared OMol25 entry of this formula, charge and spin) = 46.5 kcal/mol
M = 129.17 g/mol
charge = -1
LUMO = 3.749 eV
E_HOMO = -0.1399 Ha


Number 1: electronic energy -2859.871642 Ha. Number 2: electronic energy -523.702271 Ha. Number 3: electronic energy -900.574239 Ha. Number 4: electronic energy -1347.347717 Ha. Number 5: electronic energy -2966.816627 Ha. Number 6: electronic energy -666.791170 Ha.